## A
The following is a quantum chemistry calculation of a structure of composition C4H7N3S, from the OMol25 dataset.

Element x y z (Å)
1 C 2.427 -0.234 0.165
2 C 0.168 -0.403 -0.169
3 C -2.007 -0.063 -0.179
4 C -1.424 1.158 -0.062
5 H 3.456 -0.662 0.079
6 H 2.451 0.638 -0.436
7 H 2.333 0.244 1.173
8 H 1.308 -2.010 0.463
9 H -3.991 -0.986 -1.019
10 H -1.921 2.073 -0.139
11 H 0.626 1.897 0.487
12 N 1.344 -1.095 -0.178
13 N -1.021 -1.042 -0.152
14 N -0.052 0.957 -0.201
15 S -3.698 -0.472 0.169

## Properties
**HOMO**: -0.295 Eh
**Orbital gap**: 0.2978 hartree

---

## B
The following is a quantum chemistry calculation of a structure of composition C4H7N3S, from the OMol25 dataset.

Element x y z (Å)
1 C -1.067 -1.772 -0.606
2 C -0.493 -0.716 0.114
3 C -0.223 0.682 1.718
4 C 0.442 1.334 0.429
5 H -0.925 -1.311 -1.920
6 H -0.257 -2.729 -0.262
7 H -2.191 -2.061 -0.215
8 H -0.216 0.397 3.636
9 H 1.636 1.416 0.338
10 H -0.130 2.231 0.038
11 H 2.221 -0.324 -1.616
12 N -0.655 -0.663 1.391
13 N -0.131 1.161 2.879
14 N 0.001 0.312 -0.575
15 S 0.838 -0.029 -2.237

## Properties
**HOMO**: -0.328 Eh
**Orbital gap**: 0.3211 hartree

---

Stability summary: most stable A, least stable B.

---

## A
The following is a quantum chemistry calculation of a cluster of 2 separate species, C4H7N3S in total, from the OMol25 dataset.

Element x y z (Å)
1 C 1.895 -1.273 -0.445
2 C 0.598 -1.466 0.005
3 C -0.117 -0.264 -0.078
4 C -1.435 -0.006 0.574
5 H 1.282 2.410 0.419
6 H 0.695 2.714 -0.974
7 H 2.851 -1.955 -0.473
8 H 0.177 -2.540 0.073
9 H -1.510 -0.789 1.425
10 H -1.287 1.154 0.977
11 H -3.984 -0.673 0.461
12 N 0.634 2.033 -0.111
13 N 0.823 0.670 -0.325
14 N 2.030 0.082 -0.742
15 S -2.651 -0.096 -0.788

## Properties
**HOMO**: -0.323 Eh
**Orbital gap**: 0.2969 hartree

---

## B
The following is a quantum chemistry calculation of the molecule C4H7N3S, from the OMol25 dataset.

Element x y z (Å)
1 C -2.150 0.244 0.333
2 C 1.147 -1.257 -0.144
3 C 2.169 -0.192 0.229
4 C 1.064 0.886 -0.105
5 H -3.689 1.232 0.680
6 H -1.824 -0.024 1.287
7 H -1.236 0.038 -1.571
8 H 0.954 -2.023 0.640
9 H 1.371 -1.783 -1.139
10 H 3.005 0.002 -0.357
11 H 2.413 -0.193 1.245
12 N -3.125 0.938 -0.112
13 N -1.170 -0.202 -0.600
14 N 0.146 -0.176 -0.234
15 S 0.924 2.511 -0.152

## Properties
**HOMO**: -0.315 Eh
**Orbital gap**: 0.3379 hartree
**SMILES**: [H]/N=C/NN1CCC1=S

---

Stability summary: most stable B, least stable A.

---

## A
The following is a quantum chemistry calculation of a cluster of 7 separate species, H14O6S in total, from the OMol25 dataset.

Element x y z (Å)
1 S 2.626 1.958 -3.971
2 H 3.153 1.815 -5.185
3 H 2.314 0.668 -3.954
4 H 2.391 -0.476 3.203
5 H 1.604 -0.882 4.404
6 O 1.512 -0.371 3.606
7 H -2.517 -1.719 0.300
8 H -1.466 -0.431 0.483
9 O -1.853 -1.245 0.769
10 H 0.880 1.255 -0.716
11 H 0.886 0.947 0.811
12 O 0.789 0.566 -0.053
13 H -2.210 -0.204 2.456
14 H -0.947 0.467 2.956
15 O -1.889 0.593 2.906
16 H 1.668 -2.014 -2.649
17 H 1.654 -1.704 -1.159
18 O 2.226 -1.775 -1.914
19 H -4.095 0.422 -1.226
20 H -3.431 1.235 -0.100
21 O -3.293 0.895 -0.967

## Properties
**HOMO**: -0.358 Eh
**Orbital gap**: 0.3717 hartree
**SMILES**: O.O.O.O.O.O.S

---

## B
The following is a quantum chemistry calculation of a cluster of 7 separate species, H14O6S in total, from the OMol25 dataset.

Element x y z (Å)
1 S -2.877 -1.321 0.420
2 H -1.919 -1.057 1.392
3 H -3.048 -0.003 0.172
4 H -0.138 -0.233 -1.535
5 H -1.067 -1.414 -1.148
6 O -0.190 -1.191 -1.541
7 H 0.628 -1.253 1.640
8 H 0.611 0.199 1.953
9 O 0.128 -0.633 2.124
10 H 1.909 -2.879 0.144
11 H 1.023 -1.717 -0.567
12 O 1.793 -1.899 0.107
13 H 3.238 0.995 0.674
14 H 2.353 -0.223 0.440
15 O 2.284 0.759 0.574
16 H -1.490 2.026 -0.491
17 H -2.838 2.620 -0.806
18 O -2.374 2.070 -0.166
19 H 0.635 2.163 -1.828
20 H 1.061 1.422 -0.464
21 O 0.278 1.570 -1.095

## Properties
**HOMO**: -0.343 Eh
**Orbital gap**: 0.3528 hartree
**SMILES**: O.O.O.O.O.O.S

---

## C
The following is a quantum chemistry calculation of a cluster of 7 separate species, H14O6S in total, from the OMol25 dataset.

Element x y z (Å)
1 S 2.616 -0.264 3.398
2 H 1.484 -0.781 3.800
3 H 2.393 1.022 3.571
4 H -0.863 0.097 1.171
5 H 0.173 -0.811 0.574
6 O 0.026 0.085 0.771
7 H -1.415 -2.927 -2.298
8 H -0.721 -1.772 -2.020
9 O -1.620 -2.038 -2.347
10 H 2.637 -0.939 -1.916
11 H 1.992 -1.504 -0.574
12 O 2.146 -1.659 -1.520
13 H 2.063 3.006 -0.561
14 H 2.019 1.563 -0.668
15 O 1.613 2.356 -1.123
16 H -2.972 -0.165 0.619
17 H -3.862 -0.017 1.845
18 O -2.924 -0.211 1.602
19 H -0.872 1.460 -1.149
20 H -2.028 1.939 -2.023
21 O -1.884 1.560 -1.153

## Properties
**HOMO**: -0.361 Eh
**Orbital gap**: 0.3694 hartree
**SMILES**: O.O.O.O.O.O.S

---

## D
The following is a quantum chemistry calculation of a cluster of 7 separate species, H14O6S in total, from the OMol25 dataset.

Element x y z (Å)
1 S -1.951 3.169 0.073
2 H -2.652 2.295 -0.637
3 H -2.976 3.806 0.624
4 H -0.215 -0.938 1.039
5 H -0.370 0.401 1.774
6 O -0.286 0.026 0.893
7 H 3.138 -0.579 1.509
8 H 2.838 -0.036 0.132
9 O 3.567 -0.406 0.661
10 H 0.946 1.081 -0.491
11 H 1.478 0.696 -1.961
12 O 1.708 0.969 -1.074
13 H -1.035 0.085 -0.743
14 H -0.843 -0.061 -2.242
15 O -1.440 -0.333 -1.536
16 H -0.269 -3.109 0.818
17 H -0.627 -3.309 2.250
18 O -0.386 -2.597 1.646
19 H 1.492 -2.839 -0.660
20 H 0.341 -3.056 -1.611
21 O 0.662 -3.328 -0.743

## Properties
**HOMO**: -0.362 Eh
**Orbital gap**: 0.3690 hartree
**SMILES**: O.O.O.O.O.O.S

---

Stability summary: most stable B, least stable C.

---

## A
The following is a quantum chemistry calculation of a structure of composition C18H13Br2IrN3O3S6, from the OMol25 dataset.

Element x y z (Å)
1 Ir 0.309 0.996 -0.702
2 Br 4.113 -0.950 3.065
3 C 2.276 -0.477 3.241
4 C 1.669 -0.658 4.480
5 C 0.353 -0.336 4.637
6 Br -0.435 -0.598 6.359
7 C -0.414 0.175 3.558
8 C -1.784 0.501 3.671
9 C -2.453 0.981 2.590
10 C -1.766 1.142 1.379
11 N -0.494 0.847 1.236
12 C 0.213 0.358 2.302
13 C 1.629 0.034 2.102
14 O 2.219 0.198 1.000
15 H 2.243 -1.051 5.308
16 H -2.286 0.352 4.617
17 H -3.508 1.213 2.622
18 H -2.270 1.523 0.505
19 S 1.072 3.252 -0.277
20 S -0.497 4.632 -0.509
21 S -2.228 3.545 -1.020
22 S -1.550 1.978 -2.141
23 S 1.419 1.018 -2.814
24 C 2.803 0.094 -2.617
25 N 3.177 -0.370 -1.396
26 C 4.265 -1.128 -1.164
27 C 5.104 -1.476 -2.177
28 C 4.785 -1.011 -3.476
29 C 3.678 -0.251 -3.694
30 H 2.573 -0.142 -0.585
31 H 4.397 -1.416 -0.129
32 H 5.973 -2.088 -1.985
33 H 5.427 -1.268 -4.311
34 H 3.414 0.102 -4.680
35 S -0.057 -1.269 -0.905
36 O -5.110 -0.683 0.658
37 C -4.396 -0.738 -0.323
38 C -4.881 -0.428 -1.745
39 C -3.705 -0.853 -2.606
40 C -2.654 -1.129 -1.554
41 O -1.473 -1.411 -1.990
42 N -3.052 -1.076 -0.318
43 H -5.063 0.646 -1.807
44 H -5.818 -0.949 -1.939
45 H -3.332 -0.076 -3.272
46 H -3.886 -1.756 -3.194

## Properties
**HOMO (spin up / spin down)**: -0.010 / -0.023 Eh
**Total charge**: -2
**Spin multiplicity**: 2
**Orbital gap (spin up / spin down)**: 0.1580 / 0.1716 hartree

---

## B
The following is a quantum chemistry calculation of a structure of composition C18H13Br2IrN3O3S6, from the OMol25 dataset.

Element x y z (Å)
1 Ir 0.425 -0.052 -0.637
2 Br 1.925 -3.345 4.120
3 C 1.609 -1.480 3.978
4 C 1.664 -0.699 5.105
5 C 1.417 0.654 4.950
6 Br 1.500 1.737 6.524
7 C 1.121 1.251 3.713
8 C 0.852 2.616 3.566
9 C 0.596 3.126 2.294
10 C 0.607 2.279 1.218
11 N 0.828 0.951 1.322
12 C 1.074 0.416 2.543
13 C 1.305 -0.971 2.704
14 O 1.183 -1.909 1.741
15 H 1.879 -1.135 6.067
16 H 0.841 3.274 4.423
17 H 0.405 4.182 2.156
18 H 0.448 2.655 0.216
19 S -2.081 -3.273 0.276
20 S -3.640 -4.394 -0.061
21 S -1.454 -3.543 -3.098
22 S -1.249 -2.403 -1.519
23 S 2.022 1.455 -1.973
24 C 1.542 -0.138 -2.519
25 N 2.578 -1.088 -2.500
26 C 2.558 -2.225 -3.242
27 C 1.608 -2.420 -4.185
28 C 0.582 -1.442 -4.334
29 C 0.562 -0.328 -3.550
30 H 3.242 -0.989 -1.743
31 H 3.363 -2.921 -3.057
32 H 1.605 -3.311 -4.791
33 H -0.179 -1.598 -5.082
34 H -0.198 0.433 -3.672
35 S 1.844 -1.742 0.207
36 O -1.763 -0.029 0.715
37 C -2.193 0.669 -0.196
38 C -3.511 1.434 -0.180
39 C -3.524 2.103 -1.544
40 C -2.227 1.598 -2.219
41 O -1.937 1.856 -3.370
42 N -1.522 0.848 -1.346
43 H -3.504 2.133 0.658
44 H -4.335 0.736 -0.037
45 H -3.476 3.192 -1.489
46 H -4.389 1.833 -2.150

## Properties
**HOMO (spin up / spin down)**: -0.022 / -0.021 Eh
**Total charge**: -2
**Spin multiplicity**: 2
**Orbital gap (spin up / spin down)**: 0.1501 / 0.1497 hartree

---

Stability summary: most stable A, least stable B.

---

## A
The following is a quantum chemistry calculation of the ion C3H5N2O2S with charge +1, from the OMol25 dataset.

Element x y z (Å)
1 C -1.700 -1.279 -0.309
2 C -0.346 -1.552 -0.693
3 C 1.458 0.463 0.532
4 N 0.511 1.535 0.250
5 N -0.722 1.078 0.026
6 O -2.748 -1.088 0.126
7 O -1.568 1.902 -0.072
8 S 0.382 -1.055 1.007
9 H -0.141 -2.561 -0.887
10 H -0.181 -0.771 -1.500
11 H 2.204 0.107 -0.139
12 H 1.976 0.690 1.471
13 H 0.877 2.531 0.189

## Properties
**HOMO**: -0.503 Eh
**Total charge**: +1
**Orbital gap**: 0.3119 hartree

---

## B
The following is a quantum chemistry calculation of the ion C3H5N2O2S with charge +1, from the OMol25 dataset.

Element x y z (Å)
1 C -0.544 1.208 0.394
2 C 1.156 0.026 -0.045
3 C -1.148 -1.121 0.263
4 N 2.548 0.374 -0.056
5 N -1.451 0.238 -0.217
6 O 2.822 1.537 0.027
7 O 3.288 -0.577 -0.172
8 S 0.658 -1.534 0.018
9 H -0.407 2.113 -0.185
10 H -1.300 -1.158 1.347
11 H -1.754 -1.879 -0.235
12 H -2.393 0.506 0.115
13 H -1.475 0.267 -1.252

## Properties
**HOMO (spin up / spin down)**: -0.501 / -0.501 Eh
**Total charge**: +1
**Orbital gap (spin up / spin down)**: 0.2500 / 0.2501 hartree

---

Stability summary: most stable A, least stable B.

---

## A
The following is a quantum chemistry calculation of the ion CH4ClN2OS with charge +1, from the OMol25 dataset.

Element x y z (Å)
1 C -2.268 0.015 0.104
2 N 0.885 -1.094 -0.337
3 N -1.563 1.198 0.260
4 O -0.193 -1.489 0.471
5 S -1.730 -1.626 -0.004
6 Cl -3.904 0.366 -0.137
7 H 0.968 -1.668 -1.180
8 H 1.740 -1.028 0.213
9 H -2.138 1.982 0.137
10 H -0.527 1.237 0.496

## Properties
**HOMO**: -0.521 Eh
**Total charge**: +1
**Orbital gap**: 0.3224 hartree

---

## B
The following is a quantum chemistry calculation of a cluster of 2 separate species, CH4ClN2OS in total, from the OMol25 dataset.

Element x y z (Å)
1 C 0.263 0.330 -0.263
2 N 1.494 -0.229 -0.462
3 N -0.049 1.448 -0.971
4 O -0.352 0.076 0.825
5 S -2.361 -2.831 1.791
6 Cl -2.296 -1.222 2.815
7 H 2.000 -0.106 -1.378
8 H 1.598 -1.075 0.098
9 H 0.423 1.583 -1.845
10 H -0.720 2.026 -0.608

## Properties
**HOMO (spin up / spin down)**: -0.496 / -0.495 Eh
**Total charge**: +1
**Orbital gap (spin up / spin down)**: 0.1548 / 0.1540 hartree

---

Stability summary: most stable B, least stable A.